Computed, not measured: a structure of composition C4H8O2Si at a distorted geometry, with ωB97M-V with the def2-TZVPD basis set.

Geometry as ORCA input:
```
! wB97M-V def2-TZVPD RIJCOSX def2/J DEFGRID3
* xyz 0 1
C -3.375 -0.160 0.021
C -2.219 -0.238 -0.273
C 1.580 -1.907 0.523
C 0.259 2.287 0.113
O 0.960 -1.589 -0.664
O 0.842 1.058 -0.112
Si 0.135 -0.229 -0.807
H -4.358 -0.251 0.170
H 0.978 -2.498 1.257
H 2.102 -1.175 1.156
H 2.577 -2.568 0.429
H 1.098 3.035 0.034
H -0.370 2.073 1.061
H -0.482 2.484 -0.678
H 0.273 -0.322 -2.229
*
```

HOMO level (eV): -10.0
Frontier orbital gap (eV): 10.80
Energy relative to the best compared isomer or geometry (same formula, charge and spin) (kJ/mol): 282.7
Lowest unoccupied orbital energy (eV): 0.79



Computed, not measured: an isolated molecule of C4H8O3, with ωB97M-V with the def2-TZVPD basis set.

Geometry as ORCA input:
```
! wB97M-V def2-TZVPD RIJCOSX def2/J DEFGRID3
* xyz 0 1
O -1.290 0.696 0.203
C -0.077 0.700 0.348
C 0.437 0.790 1.757
O -0.612 1.200 2.566
C 0.839 0.380 -0.787
C 0.419 -0.966 -1.384
O 0.520 -2.009 -0.432
H 0.718 -0.278 1.871
H 1.360 1.368 1.911
H -1.371 1.101 1.944
H 0.723 1.181 -1.525
H 1.881 0.346 -0.453
H -0.602 -0.881 -1.773
H 1.086 -1.219 -2.211
H -0.311 -2.061 0.057
*
```

HOMO level (eV): -10.3
Frontier orbital gap (eV): 11.01
Energy relative to the best compared isomer or geometry (same formula, charge and spin) (kJ/mol): 141.4
Lowest unoccupied orbital energy (eV): 0.75
SMILES: O=C(CO)CCO



Computed, not measured: an isolated molecule of C4H8O3, with ωB97M-V with the def2-TZVPD basis set.

Geometry as ORCA input:
```
! wB97M-V def2-TZVPD RIJCOSX def2/J DEFGRID3
* xyz 0 1
O 0.814 0.980 2.065
C -0.601 0.962 1.030
C -0.177 -0.032 -0.010
C -0.962 0.104 -1.305
O -0.421 -0.690 -2.331
C 0.561 -1.269 0.245
O 1.251 -0.092 -0.239
H 1.489 0.711 1.392
H -1.317 0.502 1.721
H 0.564 1.898 1.800
H -1.994 -0.225 -1.151
H -0.986 1.168 -1.578
H 0.520 -0.465 -2.371
H 0.524 -2.082 -0.473
H 0.806 -1.542 1.271
*
```

HOMO level (eV): -8.2
Frontier orbital gap (eV): 8.85
Energy relative to the best compared isomer or geometry (same formula, charge and spin) (kJ/mol): 567.6
Lowest unoccupied orbital energy (eV): 0.61